Here is a 11-piece molecular cluster, C37H66Br20N2O overall from the OMol25 dataset. Energies are from ωB97M-V/def2-TZVPD.

Values from the calculation:
calculated total energy: -1445315.779 eV
SMILES: C#CCCCCOC[C@@](N)(c1ccccn1)[C@@H](C)CC.BrCCBr.BrCCBr.BrCCBr.BrCCBr.BrCCBr.BrCCBr.BrCCBr.BrCCBr.BrCCBr.BrCCBr
orbital gap: 8.6077 eV
strongest force on any atom: 1.28 eV/Å

Structure (ORCA input):
```
! RIJCOSX wB97M-V def2-TZVPD def2/J DEFGRID3
* xyz 0 1
C -1.46 -2.98 3.25
C -0.61 -2.13 3.31
C 0.37 -1.05 3.16
C 0.51 -0.61 1.68
C 1.07 0.81 1.53
C 0.11 1.81 0.88
O -1.22 1.59 1.33
C -2.08 1.15 0.29
C -3.49 0.80 0.81
N -4.39 1.79 0.18
C -3.91 -0.60 0.35
C -4.63 -0.84 -0.81
C -5.03 -2.11 -1.20
C -4.67 -3.15 -0.35
C -3.94 -2.83 0.78
N -3.55 -1.62 1.15
C -3.64 1.00 2.35
C -3.75 2.53 2.62
C -4.90 0.33 2.98
C -4.54 -0.81 3.96
H -2.16 -3.77 3.41
H 0.07 -0.21 3.78
H 1.35 -1.40 3.48
H 1.21 -1.29 1.20
H -0.45 -0.77 1.20
H 2.01 0.79 0.97
H 1.31 1.20 2.52
H 0.39 2.82 1.21
H 0.17 1.81 -0.21
H -2.17 1.97 -0.43
H -1.62 0.31 -0.25
H -4.21 1.86 -0.81
H -5.35 1.53 0.36
H -4.89 -0.01 -1.44
H -5.61 -2.28 -2.10
H -4.96 -4.17 -0.56
H -3.65 -3.65 1.44
H -2.76 0.65 2.88
H -3.11 3.10 1.96
H -3.44 2.71 3.65
H -4.79 2.83 2.50
H -5.64 -0.01 2.25
H -5.40 1.10 3.58
H -5.13 -0.69 4.86
H -3.49 -0.74 4.26
H -4.73 -1.79 3.52
Br -3.57 -3.59 6.29
C -4.94 -4.10 7.57
C -6.29 -3.56 7.18
Br -6.45 -1.66 7.57
H -4.62 -3.76 8.54
H -4.95 -5.19 7.56
H -7.08 -4.04 7.77
H -6.51 -3.69 6.12
Br -0.98 6.37 -1.37
C -0.14 4.63 -1.55
C -0.28 4.08 -2.95
Br -2.08 3.41 -3.25
H -0.59 3.99 -0.80
H 0.91 4.80 -1.31
H 0.38 3.23 -3.08
H -0.09 4.82 -3.72
Br -7.21 3.18 -1.73
C -8.88 2.56 -0.95
C -8.84 2.62 0.55
Br -7.78 1.17 1.30
H -9.04 1.55 -1.33
H -9.64 3.22 -1.34
H -9.84 2.48 0.96
H -8.42 3.55 0.93
Br 0.41 -4.13 1.36
C 1.95 -5.03 0.58
C 3.10 -5.06 1.55
Br 3.98 -3.33 1.67
H 2.20 -4.52 -0.34
H 1.63 -6.05 0.35
H 3.87 -5.75 1.21
H 2.80 -5.33 2.56
Br -0.80 0.03 -2.64
C 0.44 0.20 -4.12
C 1.67 -0.64 -3.90
Br 2.85 0.18 -2.59
H 0.67 1.26 -4.23
H -0.10 -0.14 -5.00
H 2.25 -0.72 -4.81
H 1.43 -1.63 -3.53
Br 6.17 1.95 -1.40
C 6.61 0.97 -3.02
C 8.03 1.21 -3.45
Br 8.24 2.96 -4.27
H 5.88 1.27 -3.78
H 6.46 -0.08 -2.78
H 8.33 0.49 -4.21
H 8.73 1.16 -2.62
Br 0.36 -8.23 -1.00
C 1.37 -7.74 -2.59
C 2.69 -8.46 -2.66
Br 3.97 -7.68 -1.42
H 1.49 -6.66 -2.57
H 0.74 -8.02 -3.43
H 3.14 -8.35 -3.64
H 2.62 -9.52 -2.42
Br 5.94 -3.71 -2.56
C 7.02 -5.25 -3.07
C 6.78 -5.64 -4.50
Br 5.09 -6.57 -4.71
H 6.78 -6.04 -2.37
H 8.05 -4.94 -2.93
H 7.54 -6.34 -4.84
H 6.76 -4.79 -5.18
Br 1.81 9.45 2.02
C 0.61 7.91 2.07
C 1.31 6.68 2.59
Br 2.49 5.91 1.24
H 0.23 7.78 1.07
H -0.19 8.20 2.74
H 0.59 5.90 2.82
H 1.92 6.88 3.46
Br 7.73 6.67 -2.15
C 8.80 6.60 -3.77
C 9.45 7.93 -4.07
Br 8.18 9.21 -4.79
H 8.14 6.27 -4.57
H 9.55 5.85 -3.59
H 10.21 7.82 -4.83
H 9.88 8.39 -3.18
*
```

Here is C33H45N5STl as an isolated structure from the OMol25 dataset. Energies are from ωB97M-V/def2-TZVPD.

Values from the calculation:
calculated total energy: -57927.691 eV
orbital gap: 4.7888 eV
strongest force on any atom: 3.04 eV/Å

Structure (ORCA input):
```
! RIJCOSX wB97M-V def2-TZVPD def2/J DEFGRID3
* xyz -1 1
Tl -0.03 0.45 -0.12
N -2.59 1.86 -0.19
N -2.25 -1.29 -1.33
C 0.64 -1.57 2.56
C -0.76 -1.74 2.83
C -1.30 -0.45 3.11
C -2.74 -0.14 3.24
H -3.35 -1.01 3.00
H -3.02 0.67 2.56
H -3.01 0.19 4.26
C -0.25 0.50 3.04
C -0.43 1.98 3.08
H -0.24 2.41 4.08
H -1.45 2.26 2.79
H 0.25 2.48 2.38
C 0.96 -0.19 2.73
C 2.28 0.42 2.46
H 2.18 1.40 1.99
H 2.86 -0.19 1.77
H 2.88 0.54 3.38
C -1.57 -2.96 2.63
H -2.26 -3.14 3.47
H -0.96 -3.85 2.49
H -2.20 -2.84 1.73
C 1.57 -2.59 2.01
H 2.04 -2.21 1.08
H 1.05 -3.51 1.73
H 2.39 -2.84 2.70
C -2.71 3.16 -0.46
H -2.22 3.83 0.25
C -3.40 3.65 -1.57
H -3.45 4.72 -1.75
C -4.04 2.74 -2.43
H -4.60 3.09 -3.30
C -3.97 1.37 -2.15
H -4.45 0.60 -2.75
C -3.19 0.96 -1.01
C -2.98 -0.39 -0.59
H -2.97 -0.54 0.50
C -0.95 -1.61 -0.98
C -2.69 -2.12 -2.39
H -3.68 -2.01 -2.78
C -1.69 -2.95 -2.66
H -1.59 -3.74 -3.37
N -0.63 -2.66 -1.79
C 0.56 -3.45 -1.61
C 0.51 -4.67 -0.89
C 1.68 -5.42 -0.74
H 1.64 -6.36 -0.18
C 2.91 -5.00 -1.27
C 4.15 -5.84 -1.14
H 4.87 -5.38 -0.45
H 4.66 -5.96 -2.10
H 3.91 -6.84 -0.76
C 2.94 -3.77 -1.93
H 3.90 -3.40 -2.33
C 1.80 -2.99 -2.11
C 1.91 -1.68 -2.83
H 1.30 -1.63 -3.75
H 2.95 -1.52 -3.14
H 1.64 -0.82 -2.19
C -0.75 -5.19 -0.26
H -1.29 -5.88 -0.93
H -1.45 -4.40 0.04
H -0.50 -5.76 0.64
C 0.01 5.13 1.28
N 1.13 4.33 0.78
C 2.33 4.31 1.62
C 1.21 3.78 -0.49
S 2.13 2.38 -0.74
N 0.70 4.47 -1.57
C 0.74 5.94 -1.56
C 0.88 3.89 -2.91
H -0.33 5.83 0.51
H 0.36 5.66 2.18
H -0.85 4.50 1.56
H 3.06 3.65 1.16
H 2.75 5.32 1.67
H 2.12 3.91 2.62
H 1.02 6.31 -2.55
H -0.26 6.32 -1.31
H 1.45 6.29 -0.80
H 1.84 3.36 -2.98
H 0.09 3.15 -3.13
H 0.82 4.70 -3.63
*
```

Here is C4H7N3O as an isolated structure from the OMol25 dataset. Energies are from ωB97M-V/def2-TZVPD.

Values from the calculation:
relative energy (zero: lowest compared OMol25 entry of this formula, charge and spin): 169.2 kcal/mol
calculated total energy: -10772.411 eV
orbital gap: 9.7854 eV
strongest force on any atom: 9.13 eV/Å

Structure (ORCA input):
```
! RIJCOSX wB97M-V def2-TZVPD def2/J DEFGRID3
* xyz 0 1
C 0.70 -0.36 -0.11
C -0.51 1.36 0.00
C -1.36 0.29 -0.02
C -1.59 -1.00 0.51
H 2.30 0.93 -0.45
H 2.09 -1.69 -0.66
H -0.74 2.18 0.79
H -0.34 1.77 -1.01
H -2.09 0.36 -0.88
H -1.24 -1.19 1.65
H -2.37 -1.69 0.22
N 1.88 -0.96 0.09
N 0.77 0.93 0.22
N -0.45 -0.96 -0.57
O 2.95 0.02 0.21
*
```